1.
Here is C44H36N4O4P2ReS2Se2 as an isolated structure from the Open Molecules 2025 dataset. Energies are from ωB97M-V/def2-TZVPD.

Element x y z (Å)
Re -0.1295 -1.8691 1.4035
Se 1.8385 2.6661 -3.0678
P 0.5100 3.2894 -1.5941
C 1.1854 4.4298 -0.3575
C 0.9323 5.7951 -0.4319
C 1.5278 6.6598 0.4763
C 2.3768 6.1659 1.4547
C 2.6411 4.8027 1.5238
C 2.0512 3.9384 0.6177
C -1.0408 4.0176 -2.1642
C -1.9897 4.5042 -1.2615
C -3.1598 5.0688 -1.7372
C -3.3889 5.1526 -3.1068
C -2.4476 4.6719 -4.0027
C -1.2712 4.1043 -3.5341
C -0.0066 1.8720 -0.5654
C 0.4760 0.5713 -0.5037
N -0.3136 -0.0648 0.4259
N -1.2204 0.8056 0.8708
N -1.0409 1.9544 0.3064
P 1.6412 -0.4861 -1.3318
Se 1.8120 -2.1651 0.2386
C 3.3139 0.0375 -1.6115
C 3.8841 -0.1210 -2.8708
C 5.1913 0.2897 -3.0706
C 5.9091 0.8562 -2.0254
C 5.3370 0.9975 -0.7664
C 4.0371 0.5768 -0.5504
C 0.8423 -1.2467 -2.7493
C -0.0175 -0.4800 -3.5380
C -0.6416 -1.0654 -4.6286
C -0.4084 -2.3993 -4.9345
C 0.4461 -3.1610 -4.1473
C 1.0725 -2.5892 -3.0528
H 0.2758 6.1877 -1.1971
H 1.3304 7.7214 0.4137
H 2.8417 6.8428 2.1589
H 3.3186 4.4213 2.2773
H 2.2748 2.8775 0.6564
H -1.8131 4.4434 -0.1965
H -3.8934 5.4530 -1.0409
H -4.3023 5.6022 -3.4734
H -2.6212 4.7476 -5.0679
H -0.5186 3.7417 -4.2233
H 3.3068 -0.5309 -3.6898
H 5.6456 0.1813 -4.0457
H 6.9249 1.1888 -2.1918
H 5.9062 1.4341 0.0428
H 3.5867 0.6836 0.4309
H -0.1792 0.5665 -3.3147
H -1.3102 -0.4760 -5.2416
H -0.8928 -2.8475 -5.7929
H 0.6333 -4.1982 -4.3924
H 1.7500 -3.1880 -2.4564
N -1.2349 -3.5465 0.7156
C -1.9971 -3.4718 -0.5419
C -2.1692 -4.6294 -1.2840
C -2.8070 -4.5602 -2.5125
C -3.2619 -3.3292 -2.9578
C -3.1187 -2.1769 -2.2061
C -2.4770 -2.2496 -0.9788
S -4.0254 -3.2235 -4.5592
O -3.5655 -4.3424 -5.3303
O -3.7684 -1.9010 -5.0740
O -5.4962 -3.3273 -4.3747
H -1.7936 -3.9416 1.4757
H -0.4985 -4.2433 0.5861
H -1.7895 -5.5801 -0.9269
H -2.9256 -5.4456 -3.1218
H -3.4756 -1.2257 -2.5779
H -2.3463 -1.3496 -0.3916
O 0.0116 -3.4778 2.9239
S 0.8769 -2.6211 3.8739
C 0.5467 -3.2072 5.4995
C -0.6846 -3.7389 5.8700
C -0.8551 -4.1651 7.1734
C 0.1891 -4.0473 8.0879
C 1.4134 -3.5198 7.7056
C 1.6036 -3.1021 6.3968
C -0.0559 -1.0936 3.6715
C -1.4604 -1.1492 3.5658
C -2.1925 0.0326 3.6103
C -1.5403 1.2445 3.7606
C -0.1477 1.3036 3.8330
C 0.6000 0.1462 3.7876
H -1.4802 -3.8430 5.1444
H -1.7983 -4.5934 7.4832
H 0.0457 -4.3821 9.1065
H 2.2227 -3.4471 8.4185
H 2.5627 -2.7118 6.0768
H -1.9620 -2.1116 3.5667
H -3.2712 0.0000 3.5416
H -2.1142 2.1601 3.8038
H 0.3458 2.2620 3.9240
H 1.6809 0.1733 3.8660

Atomic forces in eV per Å
Re -0.837 0.355 0.333
Se 0.229 -0.154 -0.244
P -0.414 0.289 0.613
C 0.031 -0.070 -0.090
C -0.007 -0.007 -0.029
C 0.006 -0.004 0.008
C -0.005 -0.014 -0.015
C 0.011 0.008 0.006
C -0.003 -0.018 0.006
C 0.038 -0.045 -0.145
C 0.023 -0.003 0.018
C -0.004 0.003 -0.017
C -0.002 -0.005 0.023
C -0.004 0.006 -0.037
C 0.027 -0.006 0.052
C 0.178 -0.334 -0.170
C -0.104 0.115 0.152
N 0.166 -0.084 -0.055
N -0.007 -0.080 -0.013
N 0.016 0.194 -0.116
P -0.144 -0.050 -0.131
Se 0.380 -0.115 -0.262
C -0.068 0.004 0.086
C -0.005 -0.023 -0.014
C 0.009 0.015 0.022
C 0.001 -0.007 -0.016
C -0.012 -0.011 0.012
C 0.045 0.045 -0.005
C 0.034 0.139 0.054
C -0.044 -0.052 0.038
C 0.014 0.044 -0.002
C -0.001 0.007 -0.003
C -0.004 -0.018 -0.025
C 0.109 -0.006 -0.004
H -0.012 0.008 -0.007
H -0.001 -0.005 0.001
H -0.003 -0.001 -0.001
H -0.006 0.000 -0.004
H -0.004 0.002 0.008
H 0.004 0.000 0.009
H 0.005 -0.005 -0.003
H 0.002 -0.002 0.004
H 0.000 -0.001 0.008
H -0.019 0.002 -0.019
H 0.000 0.003 0.000
H -0.001 -0.002 0.001
H -0.004 -0.003 0.002
H 0.000 0.002 -0.003
H -0.009 0.001 -0.005
H -0.005 -0.006 -0.005
H 0.003 -0.016 0.000
H -0.002 0.002 0.013
H -0.005 0.005 0.000
H 0.009 -0.004 0.012
N 0.055 -0.045 -0.229
C 0.002 0.089 -0.033
C 0.084 -0.046 -0.010
C 0.041 0.033 0.115
C -0.205 -0.050 -0.319
C 0.062 0.038 0.136
C -0.073 0.012 -0.014
S 0.578 -0.008 -0.165
O -0.050 -0.012 0.113
O -0.112 0.006 0.127
O -0.302 0.010 0.082
H -0.084 0.133 0.028
H -0.018 -0.053 0.092
H -0.003 0.014 0.008
H -0.014 0.017 -0.017
H -0.018 -0.025 -0.025
H 0.011 -0.016 0.015
O 0.254 -0.050 -0.195
S 0.004 -0.038 0.268
C -0.023 0.099 0.024
C -0.014 0.002 -0.042
C 0.012 0.002 0.019
C 0.001 0.001 -0.006
C -0.017 -0.004 0.009
C 0.014 -0.002 -0.022
C 0.199 -0.151 0.064
C 0.029 -0.074 -0.047
C -0.014 0.051 0.012
C -0.016 0.000 -0.004
C -0.012 -0.003 -0.022
C 0.063 -0.021 -0.041
H -0.004 -0.011 0.015
H -0.003 0.002 -0.006
H -0.002 -0.002 -0.001
H -0.001 0.000 -0.002
H -0.011 -0.001 0.002
H -0.011 0.009 0.017
H 0.004 -0.005 -0.003
H -0.006 -0.007 -0.006
H 0.006 -0.005 0.009
H -0.010 0.010 0.018

Energy above the lowest of the compared OMol25 structures with the same formula, charge and spin in eV: 1.966
Multiplicity: 2
Calculated total energy in hartree: -8577.88688
F_max in eV Å⁻¹: 1.0
⟨S²⟩: 0.763
Total charge: +2
Kohn-Sham gap (spin up / spin down) in Ha: 0.1906 / 0.1623


2.
Here is C44H37AsIrN3PS3 as an isolated structure from the Open Molecules 2025 dataset. Energies are from ωB97M-V/def2-TZVPD.

Element x y z (Å)
Ir -0.4421 -0.1029 -0.2492
C -2.8160 3.0060 -4.9286
S -2.0572 1.4374 -5.3796
C -1.3547 0.9383 -3.8412
S -0.2384 -0.4010 -4.2112
N -1.6664 1.5826 -2.7940
N -1.2848 1.3610 -1.5000
C -1.7891 2.3787 -0.7101
C -2.4072 2.0387 0.5068
C -3.1665 2.9254 1.2992
C -3.8802 2.4272 2.3602
C -3.8253 1.0591 2.6554
C -2.9909 0.2597 1.8972
N -2.2987 0.7297 0.8662
H -3.1457 3.4567 -5.8625
H -2.0910 3.6545 -4.4435
H -3.6674 2.8480 -4.2724
H -1.8927 3.3658 -1.1413
H -3.2049 3.9745 1.0402
H -4.4886 3.0886 2.9622
H -4.3893 0.6325 3.4714
H -2.8617 -0.7953 2.1176
S -0.0364 -2.1312 0.6091
C 0.5857 -2.0909 2.2598
C 0.7418 -3.3064 2.9240
C 1.2164 -3.3194 4.2216
C 1.5266 -2.1294 4.8690
C 1.3730 -0.9203 4.2091
C 0.9264 -0.8969 2.8915
As 0.6567 0.7136 1.8654
C -0.2280 1.8876 3.1332
C -0.0688 3.2650 2.9884
C -0.6565 4.1295 3.8974
C -1.3972 3.6237 4.9580
C -1.5561 2.2550 5.1022
C -0.9808 1.3867 4.1866
C 2.3370 1.6495 1.6789
C 3.2962 1.6588 2.6879
C 4.4242 2.4506 2.5580
C 4.5873 3.2542 1.4350
C 3.6259 3.2560 0.4399
C 2.5029 2.4472 0.5582
H 0.4825 -4.2304 2.4235
H 1.3355 -4.2615 4.7391
H 1.8833 -2.1441 5.8895
H 1.5853 0.0052 4.7301
H 0.5259 3.6673 2.1762
H -0.5265 5.1976 3.7842
H -1.8439 4.2981 5.6761
H -2.1299 1.8585 5.9296
H -1.1123 0.3186 4.3100
H 3.1767 1.0489 3.5740
H 5.1745 2.4500 3.3371
H 5.4648 3.8804 1.3431
H 3.7470 3.8829 -0.4337
H 1.7485 2.4502 -0.2200
C 2.0683 -5.2825 -3.3725
C 0.9712 -5.3117 -2.5267
C 0.3133 -4.1360 -2.1990
C 0.7764 -2.9206 -2.6939
C 1.8870 -2.8942 -3.5364
C 2.5205 -4.0744 -3.8848
P -0.0861 -1.3601 -2.3262
C -1.8684 -2.0464 -2.3897
C -2.1776 -2.7840 -3.5366
C -3.4347 -3.3310 -3.7070
C -4.4158 -3.1452 -2.7397
C -4.1207 -2.4133 -1.6068
C -2.8525 -1.8693 -1.4301
C 1.5661 -0.3807 -1.8646
C 2.5897 -1.0594 -1.1931
C 3.8700 -0.5365 -1.1451
C 4.1504 0.6759 -1.7607
C 3.1310 1.3810 -2.3823
C 1.8419 0.8750 -2.4102
H 2.5702 -6.2031 -3.6382
H 0.6149 -6.2524 -2.1286
H -0.5590 -4.1684 -1.5610
H 2.2605 -1.9538 -3.9243
H 3.3704 -4.0484 -4.5526
H -1.4336 -2.9399 -4.3063
H -3.6493 -3.9008 -4.6010
H -5.4017 -3.5684 -2.8764
H -4.8743 -2.2528 -0.8469
H -2.6679 -1.3015 -0.5322
H 2.3950 -2.0289 -0.7524
H 4.6544 -1.0897 -0.6459
H 5.1565 1.0728 -1.7447
H 3.3355 2.3347 -2.8516
H 1.0694 1.4443 -2.9072

Atomic forces in eV per Å
Ir -0.105 -0.481 -0.485
C 0.015 -0.028 0.012
S 0.010 0.047 -0.059
C -0.091 0.063 -0.064
S -0.023 0.025 0.000
N 0.187 -0.068 0.047
N 0.024 0.402 0.356
C -0.180 -0.078 0.031
C 0.016 -0.012 0.018
C 0.021 -0.030 -0.030
C 0.014 -0.068 0.006
C 0.031 -0.043 -0.063
C -0.116 0.025 0.118
N 0.091 0.042 0.032
H -0.007 -0.024 -0.022
H 0.018 -0.003 -0.011
H 0.009 -0.017 0.014
H -0.051 -0.013 -0.017
H 0.005 0.007 -0.024
H -0.009 0.005 0.005
H -0.006 0.003 0.016
H 0.008 -0.003 0.011
S -0.127 -0.157 0.287
C -0.026 0.179 -0.022
C -0.016 0.000 -0.025
C 0.029 -0.014 0.070
C 0.000 0.025 0.024
C 0.025 0.040 -0.002
C -0.064 -0.037 -0.027
As 0.176 0.167 -0.251
C 0.012 0.069 -0.103
C 0.001 -0.021 -0.038
C -0.009 -0.007 0.009
C 0.009 0.031 -0.007
C -0.037 0.021 0.040
C 0.036 -0.095 0.006
C -0.035 -0.092 0.083
C 0.043 -0.116 0.008
C 0.012 0.014 -0.010
C 0.024 -0.007 0.030
C -0.020 0.011 -0.011
C -0.122 0.106 -0.001
H -0.008 0.002 -0.016
H 0.002 -0.013 0.005
H 0.005 0.003 0.014
H 0.011 -0.004 -0.005
H -0.004 -0.017 0.006
H 0.001 0.004 0.002
H -0.007 0.015 0.010
H -0.002 -0.005 0.006
H 0.006 0.006 -0.003
H 0.003 -0.009 -0.024
H 0.005 -0.003 0.014
H 0.005 0.005 -0.001
H 0.002 0.005 -0.011
H 0.012 -0.011 0.008
C 0.029 -0.024 -0.019
C -0.043 -0.014 0.044
C 0.036 0.011 0.022
C -0.070 -0.067 -0.030
C -0.009 -0.007 -0.021
C 0.022 0.025 -0.014
P 0.147 0.373 0.039
C -0.014 -0.069 0.012
C 0.019 -0.043 -0.045
C -0.021 -0.005 0.001
C -0.006 -0.015 -0.025
C -0.035 0.012 0.026
C -0.007 0.041 0.020
C 0.070 -0.058 -0.007
C -0.001 -0.047 0.080
C 0.001 -0.016 0.025
C 0.002 0.007 -0.002
C 0.029 0.026 0.002
C 0.015 0.025 -0.073
H 0.007 -0.010 -0.005
H 0.003 -0.005 0.001
H -0.017 -0.004 -0.001
H -0.007 0.011 0.005
H 0.014 -0.008 -0.013
H 0.001 0.001 0.001
H -0.007 -0.009 -0.010
H -0.011 -0.005 -0.002
H -0.009 -0.006 0.002
H 0.019 0.015 0.017
H 0.010 0.002 0.004
H 0.006 -0.007 0.005
H 0.012 0.009 -0.001
H 0.006 0.013 -0.009
H 0.001 0.002 0.015

Energy above the lowest of the compared OMol25 structures with the same formula, charge and spin in eV: 3.513
Multiplicity: 5
Calculated total energy in hartree: -5738.85286
F_max in eV Å⁻¹: 0.7
⟨S²⟩: 6.055
Total charge: +1
Kohn-Sham gap (spin up / spin down) in Ha: 0.2478 / 0.2050


3.
Here is C44H37BrN6P2Pd as an isolated structure in a non-equilibrium geometry from the Open Molecules 2025 dataset. Energies are from ωB97M-V/def2-TZVPD.

Element x y z (Å)
Pd -0.7272 -1.0660 -1.1741
N 0.7233 -5.0567 -4.5700
C 0.7656 -3.8900 -3.9096
N -0.2360 -3.4073 -3.2272
C -1.3848 -4.1109 -3.2238
N -2.5070 -3.6552 -2.6113
N -2.4540 -2.4894 -1.9388
C -3.6821 -2.0856 -1.7366
C -3.9999 -0.8918 -0.9894
C -5.3367 -0.5714 -0.8343
C -5.6781 0.5731 -0.1191
C -4.6570 1.3202 0.4203
C -3.3319 0.9136 0.2285
N -2.9870 -0.1533 -0.4708
C -1.5317 -5.3605 -3.8965
C -2.7154 -6.1319 -3.9231
C -2.7149 -7.3371 -4.5617
C -1.5445 -7.8235 -5.2086
C -0.3905 -7.0907 -5.2345
C -0.3846 -5.8544 -4.5836
H 1.5427 -5.3576 -5.0885
H 1.6962 -3.3385 -3.9692
H -4.4903 -2.6752 -2.1563
H -6.0999 -1.2101 -1.2618
H -6.7131 0.8642 0.0004
H -4.8613 2.2218 0.9825
H -2.5313 1.5112 0.6396
H -3.6018 -5.7605 -3.4325
H -3.6139 -7.9390 -4.5794
H -1.5700 -8.7921 -5.6927
H 0.4921 -7.4500 -5.7502
C -0.0649 0.4575 2.0805
P 0.2801 0.7611 0.2901
C 2.0653 0.9714 0.1785
C 2.9089 0.0772 0.8433
C 4.2825 0.1925 0.7259
C 4.8285 1.1905 -0.0737
C 3.9965 2.0809 -0.7424
C 2.6163 1.9710 -0.6255
C -0.4318 2.3307 -0.2293
C -1.1292 2.4435 -1.4326
C -1.6199 3.6731 -1.8449
C -1.4207 4.7989 -1.0557
C -0.7252 4.6975 0.1440
C -0.2305 3.4696 0.5542
P 0.4033 1.4771 3.5441
C -0.9006 2.4759 4.1258
C -2.2307 2.3806 3.6722
C -3.2146 3.1266 4.2806
C -2.9039 3.9439 5.3704
C -1.5998 4.0251 5.8473
C -0.6024 3.2842 5.2478
C 1.9416 2.3493 3.5413
C 3.1217 1.6329 3.7773
C 4.3288 2.3036 3.8269
C 4.3654 3.6822 3.6491
C 3.1911 4.4039 3.4475
C 1.9749 3.7495 3.4137
H 0.3988 -0.5162 2.2720
H -1.1362 0.2743 2.1900
H 2.5015 -0.7156 1.4628
H 4.9306 -0.4926 1.2603
H 5.9032 1.2758 -0.1771
H 4.4206 2.8633 -1.3594
H 1.9794 2.6715 -1.1521
H -1.2993 1.5772 -2.0565
H -2.1580 3.7573 -2.7810
H -1.8032 5.7586 -1.3785
H -0.5599 5.5788 0.7510
H 0.3438 3.4031 1.4690
H -2.4919 1.7259 2.8536
H -4.2370 3.0695 3.9302
H -3.6909 4.5005 5.8634
H -1.3702 4.6493 6.7005
H 0.4037 3.3186 5.6463
H 3.0894 0.5659 3.9676
H 5.2412 1.7588 4.0336
H 5.3128 4.2046 3.6940
H 3.2252 5.4799 3.3376
H 1.0614 4.3208 3.3101
Br 1.0216 -0.1584 -3.0003
C 2.0644 -1.3469 -1.9553
C 3.3907 -1.5742 -2.2352
C 4.0203 -2.5460 -1.4654
C 3.3003 -3.2184 -0.4860
C 1.9704 -2.8953 -0.2867
N 1.3592 -1.9521 -1.0171
H 3.9072 -1.0284 -3.0139
H 5.0608 -2.7865 -1.6473
H 3.7618 -3.9859 0.1203
H 1.3722 -3.3932 0.4656

Atomic forces in eV per Å
Pd 0.098 0.545 1.049
N 0.110 0.188 0.074
C -0.012 -0.215 -0.144
N -0.053 0.082 0.015
C -0.072 -0.148 -0.023
N 0.189 0.239 0.014
N -0.125 -0.531 -0.504
C 0.254 0.268 0.276
C 0.159 -0.117 -0.103
C -0.174 0.046 0.053
C -0.074 -0.012 -0.047
C 0.060 0.021 0.068
C -0.033 0.091 0.030
N 0.023 -0.391 -0.311
C 0.108 -0.037 -0.033
C 0.043 0.090 0.079
C 0.115 -0.143 -0.105
C -0.231 -0.043 0.061
C 0.088 0.081 -0.066
C -0.145 -0.014 0.068
H 0.016 0.003 0.017
H 0.007 -0.022 -0.002
H -0.047 -0.030 0.064
H 0.025 0.045 -0.019
H 0.000 -0.016 0.018
H 0.024 -0.011 -0.004
H -0.011 0.026 -0.023
H 0.004 -0.014 0.021
H 0.026 0.000 -0.014
H -0.034 0.038 -0.004
H -0.010 0.005 0.032
C 0.001 -0.271 0.024
P 0.018 0.402 -0.274
C 0.048 -0.182 0.043
C 0.005 -0.001 0.079
C 0.033 -0.031 0.010
C -0.016 0.054 -0.040
C -0.016 -0.053 -0.028
C 0.044 0.049 0.020
C 0.008 0.072 0.080
C 0.075 0.079 -0.030
C -0.017 0.014 -0.006
C -0.010 0.008 0.024
C -0.014 -0.009 0.012
C 0.009 -0.011 -0.009
P -0.045 0.161 -0.146
C -0.191 -0.022 0.209
C 0.064 0.077 0.055
C -0.035 0.004 0.039
C -0.033 0.003 -0.014
C -0.019 -0.012 0.027
C -0.038 0.021 -0.063
C 0.127 0.001 -0.001
C -0.030 -0.008 -0.009
C 0.086 0.020 0.023
C -0.009 0.018 -0.009
C 0.039 -0.011 0.034
C 0.065 -0.081 -0.021
H -0.019 -0.031 0.019
H -0.029 -0.029 0.015
H 0.020 0.048 0.012
H -0.021 0.026 -0.028
H -0.023 0.020 0.035
H -0.011 -0.022 0.029
H 0.004 -0.014 0.027
H -0.027 -0.084 -0.035
H 0.035 -0.010 0.029
H 0.011 -0.011 0.002
H -0.005 -0.021 -0.017
H -0.009 0.030 -0.035
H -0.001 -0.010 -0.050
H 0.023 -0.009 0.029
H 0.022 0.020 -0.037
H -0.006 -0.024 -0.006
H -0.012 0.000 -0.008
H -0.001 0.018 -0.059
H -0.025 0.023 -0.014
H -0.023 -0.012 0.007
H 0.012 -0.019 0.018
H 0.002 -0.016 -0.055
Br -0.196 0.205 -0.190
C 0.051 -0.031 -0.142
C 0.133 -0.057 0.038
C 0.036 -0.036 -0.050
C 0.025 -0.006 0.014
C -0.097 0.049 0.058
N -0.302 -0.318 -0.214
H -0.019 -0.018 0.017
H -0.009 0.028 0.042
H -0.003 -0.003 -0.017
H -0.013 -0.001 0.000

Energy above the lowest of the compared OMol25 structures with the same formula, charge and spin in eV: 0.893
Multiplicity: 5
Calculated total energy in hartree: -5410.61786
F_max in eV Å⁻¹: 1.2
⟨S²⟩: 6.077
Total charge: +4
Kohn-Sham gap (spin up / spin down) in Ha: 0.2461 / 0.2005